140
Properties=species:S:1:pos:R:3:forces:R:3:lowdin_charge:R:1 method="wB97M-V/def2-TZVPD" homo_ev=-7.85 orbital_gap_ev=10.0 e_tot_ha=-5536.74986 molar_mass_g_mol=1141.557 lumo_energy_ev=2.1 multiplicity=1 e_above_lowest_kj_mol=0.0 total_charge=-1
O 5.512 14.204 11.168 -0.05 0.05 0.02 0.14
C 6.651 14.534 11.336 0.22 -0.01 0.28 -0.37
O 7.298 15.535 10.777 -0.19 -0.16 0.05 0.22
B 8.601 15.719 11.462 -0.22 0.95 -0.34 -0.94
O 8.787 14.514 12.280 -0.19 -0.16 -0.17 0.21
C 7.638 13.834 12.306 0.66 0.31 -0.32 -0.36
O 7.446 12.845 12.942 -0.31 -0.37 0.32 0.15
O 8.544 16.919 12.322 -0.19 -0.20 -0.02 0.20
C 9.504 17.768 11.975 0.49 -0.06 0.54 -0.39
O 9.696 18.842 12.458 -0.01 -0.03 -0.11 0.18
C 10.358 17.087 10.873 -1.38 0.86 0.13 -0.39
O 9.637 16.029 10.461 0.81 -0.58 0.36 0.18
O 11.348 17.557 10.424 0.53 -0.50 -0.45 0.18
C 4.309 12.601 13.954 -0.29 0.13 -0.31 -1.02
Cl 3.160 13.306 15.110 0.08 -0.06 0.09 0.49
Cl 3.758 11.025 13.355 0.08 -0.07 0.11 0.51
H 4.341 13.259 13.094 0.21 0.02 0.02 0.00
H 5.277 12.491 14.421 0.01 -0.03 0.03 0.01
C 8.024 17.806 7.905 -0.58 -1.12 -0.22 -1.03
Cl 7.190 19.320 8.247 0.21 0.15 0.09 0.57
Cl 9.571 17.951 7.076 0.08 0.24 0.11 0.56
H 8.142 17.215 8.809 0.26 0.39 0.20 0.01
H 7.380 17.199 7.274 -0.01 0.22 -0.14 0.01
C 10.606 8.168 5.995 -0.29 -0.32 -0.23 -0.06
C 9.849 9.442 6.267 0.82 1.64 -0.28 -0.21
O 9.725 9.653 7.674 -0.51 -0.76 0.34 0.04
C 10.389 10.633 8.260 0.30 0.80 -0.78 -0.62
O 11.089 11.451 7.708 0.12 -0.26 -0.07 0.10
O 10.141 10.600 9.548 -0.38 -0.09 0.66 0.03
C 10.803 11.590 10.337 0.09 0.18 0.59 -0.01
H 10.285 7.732 5.048 -0.02 -0.09 0.05 0.07
H 10.439 7.456 6.801 -0.05 -0.11 -0.10 0.08
H 11.674 8.362 5.911 0.04 0.02 0.16 0.08
H 8.862 9.590 5.836 -0.19 -0.73 0.10 0.13
H 10.428 10.283 5.866 -0.07 -0.07 0.06 0.12
H 10.320 12.569 10.325 -0.12 -0.10 -0.49 0.09
H 11.837 11.686 10.020 0.03 0.03 0.12 0.09
H 10.726 11.250 11.367 0.25 -0.21 -0.12 0.07
C 5.250 18.350 11.572 -0.28 0.75 -0.28 -0.05
C 6.098 19.519 12.042 0.61 -0.47 -0.82 -0.19
O 5.733 20.679 11.267 -0.35 -0.21 -0.11 -0.02
C 6.540 21.741 11.366 -0.52 -0.30 0.14 -0.61
O 7.332 21.937 12.235 0.31 0.08 -0.05 0.16
O 6.315 22.604 10.369 0.15 0.25 0.11 0.00
C 5.230 22.434 9.473 -0.82 -0.75 -0.07 -0.07
H 4.214 18.697 11.497 -0.11 -0.37 0.50 0.08
H 5.399 17.524 12.263 -0.31 -0.11 -0.04 0.08
H 5.481 18.026 10.557 0.41 0.00 0.10 0.06
H 7.140 19.329 11.776 0.08 -0.02 0.56 0.11
H 5.995 19.694 13.111 0.03 0.24 -0.03 0.13
H 5.396 21.680 8.695 0.74 0.54 -0.26 0.07
H 5.030 23.439 9.121 -0.05 -0.15 -0.45 0.09
H 4.324 21.996 9.904 0.15 0.55 0.67 0.09
C 15.025 12.801 10.974 -0.21 0.88 -0.44 -0.05
C 15.255 13.743 12.139 1.99 -0.55 0.28 -0.24
O 14.126 14.570 12.287 -0.73 -0.13 0.19 0.01
C 14.200 15.676 13.043 0.21 -0.41 -0.44 -0.63
O 15.218 16.145 13.466 0.10 0.11 0.15 0.14
O 13.007 16.233 13.202 -0.03 0.70 0.55 0.03
C 11.840 15.434 13.310 -0.40 -0.85 -0.19 -0.01
H 13.979 12.500 10.987 0.11 -0.34 -0.05 0.06
H 15.706 11.954 10.931 -0.07 -0.10 0.41 0.08
H 15.217 13.367 10.057 -0.27 -0.10 -0.08 0.08
H 16.177 14.322 11.998 -0.38 0.38 -0.33 0.12
H 15.538 13.199 13.051 -0.88 -0.01 0.18 0.11
H 11.569 14.982 12.355 0.07 0.02 -0.03 0.10
H 11.006 16.027 13.679 0.27 0.45 -0.08 0.10
H 11.974 14.630 14.036 0.21 0.00 -0.04 0.09
C 7.704 15.992 15.465 -0.23 0.02 0.73 -0.05
C 7.911 17.500 15.533 0.11 -0.99 0.10 -0.20
O 9.294 17.722 15.839 0.45 -0.20 0.01 0.03
C 9.699 18.995 15.852 -0.39 0.01 -0.03 -0.62
O 9.045 19.932 15.502 -0.26 0.43 0.07 0.14
O 10.928 19.046 16.360 0.08 -0.51 0.21 0.00
C 11.438 20.331 16.694 0.28 -0.10 0.25 -0.04
H 6.665 15.783 15.196 0.10 0.03 -0.40 0.08
H 7.773 15.603 16.487 0.30 -0.11 -0.11 0.08
H 8.406 15.452 14.836 -0.07 0.15 -0.22 0.06
H 7.331 17.802 16.407 -0.18 0.71 -0.35 0.13
H 7.648 17.986 14.599 -0.07 0.28 0.13 0.11
H 12.005 20.723 15.854 -0.12 0.21 -0.02 0.10
H 12.104 20.153 17.538 0.11 0.02 -0.12 0.09
H 10.656 21.010 17.026 -0.11 0.02 -0.31 0.09
C 3.998 13.963 8.429 -0.37 -0.42 -0.40 -0.06
C 4.523 13.085 7.307 0.07 0.39 -0.31 -0.20
O 5.893 12.699 7.519 -0.07 -0.41 0.17 0.04
C 6.814 13.652 7.453 -0.35 0.15 -0.27 -0.61
O 6.623 14.813 7.185 -0.08 0.12 0.08 0.12
O 7.989 13.092 7.682 0.05 -0.01 0.65 0.03
C 9.060 13.980 7.978 1.41 0.20 -0.48 -0.02
H 4.313 13.546 9.383 0.12 0.30 -0.01 0.06
H 2.905 13.938 8.426 0.00 0.04 -0.12 0.08
H 4.319 14.989 8.278 0.15 0.02 0.36 0.08
H 4.487 13.574 6.330 -0.19 0.09 0.10 0.12
H 3.975 12.148 7.237 0.13 -0.10 0.09 0.12
H 9.943 13.347 7.911 0.02 0.19 -0.14 0.08
H 9.088 14.437 8.964 -0.78 -0.26 0.15 0.08
H 9.148 14.800 7.262 -0.20 -0.19 -0.13 0.09
O 12.547 11.961 13.239 0.45 0.15 0.14 0.09
C 11.955 11.905 14.291 -0.39 -0.43 -0.89 -0.53
O 12.537 11.755 15.484 -0.31 0.08 -0.05 0.01
C 13.960 11.710 15.499 0.63 0.35 0.61 -0.22
C 14.543 13.019 16.010 -0.02 -0.46 -0.36 -0.05
C 10.464 11.938 14.331 -0.69 -0.16 0.43 0.03
H 14.363 11.528 14.507 -0.21 -0.27 -0.09 0.11
H 14.227 10.903 16.180 -0.05 -0.14 -0.12 0.12
H 15.624 12.870 16.046 0.04 0.30 0.00 0.08
H 14.192 13.278 17.005 -0.12 0.04 -0.01 0.08
H 14.302 13.803 15.292 0.12 0.22 0.17 0.07
H 10.098 12.967 14.346 0.06 0.01 0.17 0.09
H 10.048 11.379 15.169 0.17 0.29 0.23 0.09
H 10.025 11.492 13.444 0.36 0.09 -0.24 0.06
O 15.251 17.320 7.787 -0.06 0.10 -0.17 0.09
C 14.872 17.789 8.834 0.51 -0.35 -0.03 -0.54
O 14.060 18.837 8.924 -0.30 -0.16 0.10 -0.01
C 13.410 19.274 7.718 0.62 0.62 -0.24 -0.22
C 12.412 20.315 8.152 0.03 0.62 0.55 -0.08
C 15.222 17.199 10.177 -0.78 -0.45 0.03 0.04
H 12.987 18.433 7.171 -0.17 -0.14 0.29 0.12
H 14.162 19.700 7.047 0.05 0.01 0.12 0.12
H 12.830 20.985 8.911 0.36 -0.34 0.06 0.08
H 11.558 19.853 8.644 -0.26 0.09 -0.36 0.05
H 12.166 21.031 7.366 -0.45 -0.54 -0.30 0.08
H 16.199 17.446 10.581 0.03 0.34 -0.16 0.09
H 15.198 16.118 10.029 0.11 0.01 0.03 0.08
H 14.424 17.443 10.880 0.25 0.16 0.14 0.08
O 7.988 7.611 14.305 -0.05 -0.20 0.25 0.10
C 7.510 8.277 13.425 0.33 0.08 -0.05 -0.54
O 6.781 7.771 12.417 -0.42 0.27 -0.25 -0.02
C 6.321 6.416 12.495 0.64 -0.39 0.60 -0.22
C 4.897 6.355 13.038 0.10 0.66 -0.40 -0.05
C 7.620 9.770 13.317 -0.03 -0.23 0.25 0.02
H 6.969 5.859 13.176 0.14 0.13 -0.15 0.11
H 6.478 6.038 11.489 -0.36 -0.18 -0.01 0.12
H 4.167 6.424 12.232 -0.11 -0.07 0.10 0.07
H 4.775 7.237 13.669 -0.15 -0.11 0.07 0.08
H 4.710 5.479 13.653 0.05 -0.17 -0.13 0.07
H 6.693 10.154 13.743 -0.10 0.25 -0.32 0.07
H 7.752 10.100 12.291 -0.23 0.06 -0.02 0.09
H 8.424 10.143 13.939 0.10 -0.16 0.03 0.06

***

63
Properties=species:S:1:pos:R:3:forces:R:3:nbo_charge:R:1 method="wB97M-V/def2-TZVPD" homo_ev=-10.79 orbital_gap_ev=6.9 e_tot_ha=-7044.40316 molar_mass_g_mol=734.984 lumo_energy_ev=-3.9 multiplicity=1 e_above_lowest_kj_mol=31.3 total_charge=+1
Pd 0.891 0.058 0.459 -0.89 -1.44 0.72 0.82
C -5.019 2.234 -1.428 -0.03 -0.02 -0.05 -0.79
Se -3.130 2.432 -1.019 0.20 0.09 0.02 0.29
C -3.257 1.758 0.804 -0.02 -0.04 -0.05 -0.59
C -3.255 0.245 0.847 -0.12 0.08 -0.10 -0.55
Se -1.552 -0.709 0.677 0.22 -0.06 0.07 0.43
C -1.283 -0.987 2.581 -0.05 -0.01 0.03 -0.78
H -5.614 2.869 -0.777 0.02 0.00 0.00 0.22
H -5.336 1.197 -1.337 0.01 0.00 0.00 0.21
H -5.156 2.550 -2.459 0.00 0.00 0.01 0.24
H -4.203 2.121 1.207 0.02 0.01 0.03 0.24
H -2.452 2.192 1.387 0.05 0.03 0.02 0.24
H -3.853 -0.151 0.027 -0.01 -0.05 0.04 0.24
H -3.662 -0.154 1.778 0.04 0.04 0.04 0.23
H -2.041 -1.674 2.950 -0.01 0.02 0.00 0.24
H -1.349 -0.022 3.078 0.01 -0.01 0.02 0.23
H -0.294 -1.415 2.724 -0.01 -0.03 -0.02 0.24
O 4.999 1.305 1.057 0.08 -0.70 0.13 -0.93
S 3.683 1.164 0.509 -0.33 1.12 -0.08 2.31
O 2.730 2.185 0.880 0.26 0.09 -0.19 -1.00
N 2.908 -0.226 0.868 -0.11 0.91 -0.13 -0.92
C 3.463 -1.388 0.300 -0.11 0.14 0.13 0.20
C 4.790 -1.734 0.343 0.02 -0.19 0.09 -0.24
C 5.215 -2.947 -0.237 -0.03 0.06 -0.01 -0.17
C 4.329 -3.787 -0.850 0.01 -0.01 0.01 -0.22
C 2.966 -3.423 -0.946 0.02 -0.05 -0.04 -0.01
C 2.007 -4.190 -1.639 0.03 0.03 0.01 -0.09
C 0.742 -3.700 -1.776 -0.04 0.04 0.00 -0.27
C 0.412 -2.462 -1.204 -0.05 0.12 -0.05 0.09
N 1.255 -1.736 -0.495 0.23 -0.03 -0.23 -0.43
C 2.547 -2.208 -0.375 -0.03 0.04 0.02 0.08
C 3.852 1.188 -1.260 0.16 -0.03 -0.06 -0.28
C 2.747 1.141 -2.106 -0.01 0.07 -0.02 -0.23
C 2.938 1.186 -3.475 0.04 -0.01 -0.06 -0.20
C 4.222 1.281 -4.002 -0.07 0.00 -0.01 -0.18
C 5.315 1.338 -3.156 0.03 0.01 0.05 -0.21
C 5.133 1.292 -1.780 0.05 -0.07 -0.03 -0.19
H 5.500 -1.086 0.839 -0.02 0.00 0.00 0.26
H 6.264 -3.206 -0.192 0.00 -0.02 0.02 0.23
H 4.654 -4.721 -1.286 0.00 0.00 -0.01 0.23
H 2.291 -5.141 -2.072 0.00 0.01 -0.01 0.23
H -0.021 -4.235 -2.322 0.00 0.01 -0.01 0.24
H -0.582 -2.075 -1.353 -0.08 0.08 0.07 0.22
H 1.731 1.102 -1.730 0.00 0.00 0.17 0.22
H 2.082 1.154 -4.137 0.00 0.01 0.01 0.22
H 4.362 1.321 -5.074 0.00 -0.01 0.00 0.23
H 6.314 1.421 -3.562 0.00 0.00 0.00 0.23
H 5.975 1.339 -1.104 -0.01 0.01 -0.02 0.25
C 1.635 5.085 -1.017 0.02 -0.01 -0.04 -0.60
C 0.237 4.865 -0.435 0.00 -0.01 0.07 -0.46
C 0.262 3.835 0.646 -0.18 -0.02 -0.10 0.11
N -0.111 2.617 0.499 -0.06 0.03 0.09 -0.30
N 0.127 1.828 1.622 0.86 0.10 -0.89 -0.46
C 0.718 2.518 2.577 -0.14 -0.34 0.33 0.29
N 1.076 1.966 3.755 0.13 -0.05 -0.03 -0.77
S 0.903 4.181 2.229 -0.03 0.10 0.04 0.43
H 1.596 5.818 -1.821 -0.02 0.01 0.01 0.22
H 2.035 4.152 -1.418 0.00 0.01 0.02 0.22
H 2.331 5.450 -0.261 -0.01 -0.02 0.00 0.21
H -0.453 4.510 -1.198 -0.04 -0.03 -0.03 0.24
H -0.163 5.800 -0.038 -0.01 0.00 -0.01 0.23
H 1.188 0.963 3.751 -0.01 -0.01 0.00 0.41
H 1.747 2.458 4.321 0.00 0.01 0.00 0.41

***

76
Properties=species:S:1:pos:R:3:forces:R:3:lowdin_charge:R:1 method="wB97M-V/def2-TZVPD" homo_ev=-5.48 orbital_gap_ev=6.9 e_tot_ha=-2948.26597 molar_mass_g_mol=851.134 lumo_energy_ev=1.4 multiplicity=1 e_above_lowest_kj_mol=11.6 total_charge=-1
Tl -0.115 0.131 -0.077 -0.19 0.51 0.20 0.89
C 2.413 -3.728 -1.634 -0.11 -0.07 0.05 0.02
C 1.675 -2.838 -0.687 0.23 -0.23 0.04 -0.23
N 0.595 -2.234 -0.985 -0.16 0.18 0.18 0.03
N 0.090 -2.392 -2.239 -0.38 -0.42 0.18 -0.01
C -1.213 -2.055 -2.455 0.00 0.22 -0.12 -0.85
N -1.510 -1.866 -3.754 -0.53 -0.31 0.40 0.12
S -2.295 -1.871 -1.183 0.06 -0.21 -0.13 0.68
C 2.192 -2.574 0.688 -0.08 -0.11 -0.04 -0.21
C 2.952 -3.528 1.355 0.08 -0.07 0.01 0.01
C 3.410 -3.249 2.631 0.04 -0.05 -0.02 -0.05
C 3.110 -2.025 3.199 -0.03 0.04 0.01 -0.04
C 2.327 -1.143 2.472 -0.14 -0.08 0.03 -0.16
N 1.874 -1.409 1.250 -0.28 -0.24 0.32 0.05
H 1.720 -4.324 -2.230 -0.03 0.00 0.06 0.10
H 3.033 -3.133 -2.320 0.07 -0.13 0.08 0.07
H 3.099 -4.394 -1.122 0.03 0.03 -0.06 0.08
H 0.720 -2.497 -3.025 0.04 0.07 -0.05 0.15
H -0.784 -1.378 -4.282 0.34 0.10 -0.29 0.06
H -2.433 -1.489 -3.886 -0.08 -0.06 0.01 0.10
H 3.175 -4.477 0.890 0.00 0.04 0.02 0.11
H 3.998 -3.980 3.171 0.00 0.01 -0.02 0.11
H 3.459 -1.757 4.187 -0.01 0.00 -0.01 0.11
H 2.049 -0.181 2.887 -0.05 -0.03 -0.02 0.07
O 6.579 -1.233 -3.323 -0.22 -0.06 0.06 -0.01
C 5.502 -1.767 -3.033 0.06 -0.07 0.02 -0.71
O 5.124 -2.965 -3.071 0.10 0.16 -0.09 -0.04
C 4.379 -0.905 -2.454 0.07 0.02 0.03 -0.10
C 4.416 -0.503 -1.122 0.10 0.02 -0.05 0.02
C 3.270 -0.019 -0.529 0.02 0.35 -0.16 -0.14
N 2.112 0.120 -1.181 0.05 0.26 0.00 0.05
C 2.100 -0.146 -2.496 0.05 0.09 0.03 -0.18
C 3.202 -0.652 -3.156 0.04 0.05 -0.04 0.05
C 0.768 0.006 -3.225 -0.13 0.23 0.45 -0.63
O 0.700 -0.446 -4.381 0.17 0.11 -0.24 -0.01
O -0.179 0.484 -2.544 0.25 0.01 -0.23 -0.09
H 5.324 -0.613 -0.540 -0.03 -0.03 -0.02 0.13
H 3.260 0.223 0.525 0.07 0.14 -0.20 0.09
H 3.105 -0.892 -4.205 0.00 -0.06 -0.01 0.14
C 1.375 3.157 -0.427 0.04 0.03 0.08 -0.08
N 1.006 2.498 0.827 0.17 -0.01 -0.18 -0.30
C 2.084 2.599 1.800 -0.03 -0.05 0.00 -0.09
C -0.192 3.103 1.386 -0.10 0.01 -0.01 -0.22
C -1.439 2.880 0.569 -0.19 0.07 -0.01 -0.26
C -2.441 3.848 0.642 0.00 0.03 -0.02 -0.06
C -3.669 3.654 0.031 0.00 -0.02 0.01 -0.09
C -3.903 2.484 -0.677 0.02 -0.02 0.00 -0.08
C -2.905 1.519 -0.774 0.02 0.17 -0.20 -0.12
C -1.679 1.724 -0.162 0.31 -0.25 0.12 -0.21
H 1.490 4.242 -0.280 0.00 0.00 -0.03 0.10
H 0.610 2.978 -1.184 0.00 0.02 0.02 0.09
H 2.316 2.750 -0.792 0.00 -0.01 0.00 0.08
H 2.255 3.643 2.106 0.01 0.00 -0.01 0.09
H 3.010 2.219 1.370 0.02 -0.01 0.00 0.08
H 1.835 2.018 2.691 -0.04 0.06 -0.05 0.07
H -0.040 4.186 1.516 0.01 0.05 0.00 0.12
H -0.352 2.667 2.376 0.04 -0.01 -0.03 0.08
H -2.254 4.757 1.206 -0.01 -0.02 -0.03 0.11
H -4.445 4.406 0.117 0.03 -0.01 -0.02 0.10
H -4.860 2.322 -1.161 0.02 -0.01 0.03 0.10
H -3.080 0.619 -1.349 -0.01 0.01 0.05 0.04
O -7.338 -0.181 1.004 0.04 -0.04 0.03 0.10
C -6.749 0.575 1.968 0.01 -0.05 -0.03 -0.49
O -7.416 1.364 2.579 0.00 0.07 0.05 0.10
C -5.288 0.367 2.166 -0.03 -0.03 -0.06 -0.16
C -4.544 1.406 2.713 0.06 0.10 0.04 -0.02
C -3.173 1.294 2.854 0.03 -0.09 -0.01 -0.10
C -2.499 0.128 2.465 -0.16 0.05 0.00 -0.68
S -0.757 -0.009 2.611 0.24 -0.46 -0.05 0.61
C -3.263 -0.932 1.964 0.01 -0.01 0.04 -0.14
C -4.633 -0.810 1.807 0.06 -0.06 -0.03 -0.04
H -6.660 -0.687 0.540 0.01 0.01 -0.03 0.09
H -5.060 2.314 3.000 0.03 -0.01 0.00 0.12
H -2.595 2.118 3.255 -0.06 -0.01 -0.01 0.10
H -2.763 -1.854 1.696 -0.02 0.04 -0.01 0.08
H -5.185 -1.667 1.432 0.02 0.03 -0.01 0.12